The following is a DFT calculation (ωB97M-V/def2-TZVPD) of 4 unconnected molecules or ions with the total composition C24H46F3N2O6P at a distorted geometry.

Summary:
E: -58328.041 eV
net charge: 0
gap between HOMO and LUMO: 9.697 eV
LUMO energy: -0.4 eV
multiplicity: 1
SMILES: CC(=O)OCCCCCCCC[C@](C#N)([C@H](C#N)[PH2]=O)C(F)(F)F.CC(C)O.CC(C)O.CC(C)O

Last column: Löwdin charge in e.
Cartesian coordinates (Å):
H: 5.29 -9.17 1.92  0.079
H: -4.84 2.35 -4.01  0.030
O: 4.64 -2.28 0.10  -0.047
H: -4.00 -1.33 -0.09  0.123
H: 4.26 -6.10 3.86  0.081
H: 0.41 -5.43 -0.08  0.125
H: -2.05 -4.98 -1.36  0.122
H: 2.22 -2.26 -2.02  0.128
C: -2.91 -1.64 -0.47  -0.192
H: -0.77 8.02 -0.35  0.082
H: -1.14 -0.77 -1.78  0.126
C: -1.79 -3.86 -1.69  -0.219
H: 4.56 0.00 -2.34  0.091
H: -2.07 6.15 3.85  0.078
C: -2.06 2.04 -2.39  -0.187
C: -0.31 7.92 4.45  -0.067
F: -1.29 1.97 -3.65  0.037
H: 0.03 7.32 3.60  0.073
N: -5.36 1.55 -0.61  0.129
P: -4.30 1.18 -4.65  0.787
H: 4.26 -8.80 0.51  0.080
C: 4.87 -6.79 3.27  -0.066
C: 2.73 -3.33 -2.12  -0.191
C: 5.33 -0.66 -1.74  -0.029
H: -3.91 -3.64 -0.88  0.120
H: -1.61 7.75 6.15  0.139
H: 5.69 -0.02 -0.80  0.102
H: -0.52 -3.11 0.19  0.118
H: -3.60 -2.70 -2.49  0.090
H: -2.33 -1.96 0.53  0.122
C: 4.04 -7.42 2.16  -0.501
H: 2.35 -3.62 0.18  0.126
O: 3.50 -6.39 1.33  -0.079
H: -0.82 8.79 4.04  0.081
C: 4.66 -2.11 -1.24  -0.267
H: 5.69 -6.20 2.85  0.083
C: -3.52 -0.06 -3.43  -0.332
F: -1.08 2.40 -1.31  0.013
H: -0.64 4.47 0.03  0.071
H: 4.24 -5.90 0.94  0.086
H: 0.57 8.26 5.01  0.080
H: 3.20 -7.96 2.60  0.139
O: 4.19 -3.15 -2.18  -0.117
C: -0.42 -3.38 -0.95  -0.200
H: 2.34 -3.79 -3.15  0.150
H: -1.63 -3.91 -2.87  0.104
H: -1.55 6.65 1.61  0.119
F: -2.99 3.23 -2.47  -0.021
H: -1.26 5.31 6.53  0.080
H: -2.53 5.51 -1.06  0.068
C: 4.87 -8.36 1.31  -0.067
H: -0.14 6.54 -1.12  0.083
H: -4.41 -0.75 -3.04  0.139
H: -3.38 5.40 0.47  0.084
N: -1.46 -1.80 -4.57  0.132
C: -2.68 6.02 -0.11  -0.057
H: -0.23 5.22 5.11  0.082
C: -2.05 -0.40 -1.11  -0.136
C: 0.61 -4.69 -1.00  -0.197
H: 0.57 7.11 0.38  0.079
C: -0.56 5.89 5.91  -0.066
H: -1.52 0.15 -0.19  0.147
O: -2.38 6.71 4.57  -0.061
C: -3.11 -2.94 -1.43  -0.217
C: -4.27 1.19 -1.24  -0.089
O: -0.80 4.89 0.89  -0.063
H: 5.70 -7.83 0.82  0.082
C: -2.39 -0.93 -4.27  -0.103
C: -1.36 6.18 0.64  -0.504
H: 2.87 -5.19 -0.79  0.111
C: -1.25 7.12 5.34  -0.501
C: -2.91 0.64 -2.04  -0.248
H: -3.15 6.99 -0.30  0.083
H: 6.28 -0.92 -2.41  0.099
H: 0.53 -5.28 -2.01  0.115
C: -0.38 7.01 -0.16  -0.061
H: 5.29 -7.55 3.93  0.079
H: 0.30 6.16 6.51  0.079
H: 0.10 -2.56 -1.61  0.088
H: -5.40 0.47 -5.32  0.034
C: 2.20 -4.22 -0.84  -0.183
O: -3.28 1.55 -5.84  -0.505